This record from the OMol25 dataset describes a molecular structure, C21H40Cl3N4O3SSiSn at a distorted geometry. The level of theory is ωB97M-V/def2-TZVPD.

Results
Relative energy (zero: lowest compared OMol25 entry of this formula, charge and spin) in eV: 3.075
E in a.u.: -3551.54407
Orbital gap (alpha / beta) in eV: 3.83 / 3.83
HOMO level (alpha / beta) in eV: -1.414 / -1.415

ORCA input file:
```
! RIJCOSX wB97M-V def2-TZVPD def2/J DEFGRID3
* xyz -1 1
C -2.44072 4.24191 1.48830
C -3.02758 2.83404 1.42763
H -3.19756 5.03974 1.47970
H -1.83430 4.28620 0.57807
H -1.74691 4.37471 2.33422
C -4.38788 2.59895 1.44362
C -5.40475 3.65343 1.18641
H -4.76553 1.57147 1.53223
H -5.15303 4.31017 0.34322
H -5.52511 4.29142 2.07058
H -6.37225 3.18955 0.96272
Sn 1.59538 -0.14069 -0.97434
Cl 1.85972 0.55094 1.38848
Cl 2.80127 0.43761 -3.07100
H 5.38540 -2.73818 -2.19983
H 7.05162 -0.35535 -0.55371
C 5.04995 -1.71472 -2.41272
C 6.18654 0.08712 -1.06993
N 5.12044 -0.89413 -1.21011
H 4.02331 -1.73670 -2.79502
C 4.27694 -1.13004 -0.21486
O 3.30102 -1.93567 -0.36591
H 5.83747 0.95222 -0.49598
H 4.41905 -0.55896 0.71656
H 5.70708 -1.25979 -3.15973
H 6.50329 0.41205 -2.07293
H -2.57336 3.32635 -1.78834
H -4.77203 1.38185 -1.30153
C -2.58244 2.72393 -2.70970
C -4.38591 1.09409 -2.29451
N -2.96330 1.35604 -2.41390
H -1.59766 2.75505 -3.17517
C -2.04219 0.40407 -2.17481
O -0.80425 0.58198 -2.27578
H -4.59484 0.02891 -2.46245
H -2.42777 -0.59604 -1.91138
H -3.34316 3.12877 -3.38631
H -4.90411 1.69662 -3.04925
O -2.12646 2.22383 0.36858
C -2.04184 1.66600 1.64368
C -3.28858 -0.41157 0.95224
C -2.48742 0.28982 1.85419
H -3.46652 0.01981 -0.03620
C -3.87803 -1.62713 1.33321
H -1.20862 1.99999 2.23094
C -2.15256 -0.30060 3.07907
H -4.57200 -2.15079 0.64736
C -3.61992 -2.15800 2.61251
C -2.73115 -1.49169 3.47118
H -1.47713 0.22980 3.73877
H -4.12188 -3.08603 2.94184
H -2.54558 -1.90748 4.46178
Si 2.01153 3.86144 -1.36672
Cl 0.45170 2.30679 -0.77806
C 2.16672 3.68705 -3.22575
C 3.56259 3.22604 -0.52933
C 1.72166 5.63832 -0.89948
H 1.29550 3.17850 -3.66122
H 3.07460 3.11779 -3.47247
H 2.25453 4.69300 -3.62618
H 0.85693 6.02823 -1.46099
H 2.61836 6.23337 -1.17160
H 1.56110 5.71842 0.18614
H 3.44457 2.22181 -0.09988
H 3.84557 3.93211 0.26484
H 4.34434 3.23041 -1.31157
N 1.36121 -2.70175 1.38234
C 0.10227 -2.63237 0.92782
N -0.82534 -3.32895 1.57412
S -0.37346 -1.79868 -0.49847
H 1.56494 -3.27610 2.18690
H 2.15517 -2.30837 0.85159
H -1.78798 -3.29558 1.28282
H -0.65386 -3.61656 2.53091
*
```

This record from the OMol25 dataset describes a molecular structure, C12H15CoF9N2O12 at a distorted geometry. The level of theory is ωB97M-V/def2-TZVPD.

Results
Relative energy (zero: lowest compared OMol25 entry of this formula, charge and spin) in eV: 0.000
E in a.u.: -3760.10172
Orbital gap (alpha / beta) in eV: 10.42 / 10.56
HOMO level (alpha / beta) in eV: -9.955 / -10.171

ORCA input file:
```
! RIJCOSX wB97M-V def2-TZVPD def2/J DEFGRID3
* xyz 0 4
Co 0.58790 0.11585 -0.32354
N 2.34662 -0.25147 1.57046
O 3.22101 -0.34610 2.38819
O 1.11521 -0.24642 1.86497
O 2.58722 -0.16187 0.32073
N 0.46851 0.64141 -2.89888
O -0.43438 0.79481 -2.00269
O 1.56186 0.18835 -2.44333
O 0.28606 0.91113 -4.05483
C -1.36338 -1.88435 3.28546
C -1.79889 -0.43282 3.17847
O -2.86210 -0.29617 2.18658
C -2.55122 -0.09331 0.94185
O -1.44059 -0.01694 0.47503
C -3.78975 0.14573 0.04254
F -3.57634 1.20420 -0.72634
F -4.00255 -0.91876 -0.74506
F -4.88262 0.34527 0.78387
H -0.59757 -1.93574 4.05609
H -0.96903 -2.23450 2.33299
H -2.21628 -2.51468 3.54048
H -0.94048 0.18622 2.93631
H -2.32779 -0.13794 4.07972
C 3.71616 -3.87172 -1.59060
C 2.58621 -2.88409 -1.35317
O 1.34807 -3.50940 -1.76634
C 0.24608 -2.87376 -1.50738
O 0.14009 -1.83326 -0.91212
C -0.97050 -3.64722 -2.06714
F -1.05545 -4.86637 -1.54984
F -2.08369 -2.97793 -1.78441
F -0.85251 -3.75287 -3.39546
H 3.58140 -4.85841 -1.14475
H 4.61603 -3.46006 -1.12896
H 3.89468 -4.01959 -2.65491
H 2.76991 -2.03587 -2.00983
H 2.55509 -2.58917 -0.30934
C -1.82031 4.26823 -0.82515
C -0.33316 4.17465 -1.10006
O 0.43595 4.37003 0.09748
C 0.90402 3.30943 0.68242
O 0.69322 2.17007 0.35796
C 1.78132 3.62634 1.91575
F 2.12260 4.91116 1.97927
F 1.12224 3.30082 3.02743
F 2.89026 2.88859 1.83681
H -2.08815 5.27313 -0.48909
H -2.09825 3.61433 0.00431
H -2.38142 4.02915 -1.72335
H -0.03152 4.95727 -1.79501
H -0.10976 3.22460 -1.58361
*
```

This record from the OMol25 dataset describes a molecular structure, C4H3AuO6 at a distorted geometry. The level of theory is ωB97M-V/def2-TZVPD.

Results
E in a.u.: -740.73182
Orbital gap (alpha / beta) in eV: 3.92 / 7.71
HOMO level (alpha / beta) in eV: -10.518 / -14.989

ORCA input file:
```
! RIJCOSX wB97M-V def2-TZVPD def2/J DEFGRID3
* xyz 1 4
O -1.42578 -0.34873 0.20116
C -0.33412 -0.23823 -0.47967
O 1.98603 -0.93966 -0.40475
C 2.61031 0.20976 -0.20647
C 0.70277 -1.09241 0.19380
O 2.12270 1.10247 0.54366
O 3.72111 0.38277 -0.77889
H 0.75630 -0.91113 1.27852
H 0.42030 -2.14565 0.03410
Au 3.51026 2.08517 0.07654
O -3.71493 0.08993 0.65975
C -2.83608 0.31157 -0.29316
O -2.96062 0.97447 -1.27596
H -4.55824 0.51968 0.45136
*
```

This record from the OMol25 dataset describes C21H24O4 in the gas phase at a distorted geometry. The level of theory is ωB97M-V/def2-TZVPD.

Results
Relative energy (zero: lowest compared OMol25 entry of this formula, charge and spin) in eV: 4.829
E in a.u.: -1115.40221
Structure (SMILES): C/C=C/c1cc(OC)c2c(c1)[C@H](C)[C@@H](c1ccc(OC)c(OC)c1)O2
Orbital gap in eV: 7.95
HOMO level in eV: -7.226

ORCA input file:
```
! RIJCOSX wB97M-V def2-TZVPD def2/J DEFGRID3
* xyz 0 1
O -2.33655 2.98824 3.84157
O 0.28614 2.76436 3.90892
O -1.99585 -4.27480 -1.41021
O -0.54639 -1.81997 0.00336
C 0.07241 -2.81284 -5.30941
C -0.08551 -3.98493 -5.96318
C -2.34030 1.66157 1.83681
C -1.10956 -3.31822 -3.25021
C -1.76764 0.73689 0.95991
C 0.33929 1.09513 2.12038
C 0.05925 -1.17208 -3.41428
C -1.70690 2.10150 2.93800
C -0.37797 1.95271 2.99644
C -1.27093 -3.25863 -1.90368
C -0.67396 -2.10374 -1.28071
C -0.31493 -2.46205 -3.95835
C -0.37999 0.36247 1.09799
C -0.04021 -1.13306 -2.05990
C -2.65861 2.52150 5.13546
C 0.73018 3.95490 3.37342
C -2.13977 -4.39628 0.06716
C 0.47383 -4.11826 -7.38756
C 2.05179 0.18418 -1.58694
C 0.26459 -0.60849 0.21311
C 0.54304 -0.04588 -1.22200
H 0.62181 -1.96737 -5.74811
H -0.71845 -4.79111 -5.43996
H -3.29301 2.04342 1.64360
H -1.56225 -4.24258 -3.64822
H -2.32605 0.50989 0.06272
H 1.36570 0.86727 2.26517
H 0.57517 -0.33564 -3.97383
H -3.35945 3.23998 5.50985
H -3.14833 1.51349 5.27861
H -1.72332 2.49302 5.72975
H 0.02651 4.29462 2.57375
H 0.91225 4.82084 4.08137
H 1.64814 3.75316 2.85934
H -1.15572 -4.43551 0.60187
H -2.63102 -3.47080 0.38865
H -2.76711 -5.35663 0.33639
H 0.94417 -3.24781 -7.78094
H -0.37744 -4.21621 -8.08254
H 1.07623 -4.91467 -7.34173
H 2.14912 0.34012 -2.61689
H 2.52293 -0.75259 -1.33596
H 2.41651 0.89030 -0.87832
H 1.19643 -0.88613 0.58548
H -0.06744 0.78989 -1.43263
*
```

Q: E of number 2 (C12H15CoF9N2O12)?
A: -3760.10172 a.u.

Q: The highest E belongs to which entry?
A: C4H3AuO6

Q: The highest E belongs to which entry?
A: C4H3AuO6